Here is C25H47Br6F6N6O7RbS2 as an isolated structure in a non-equilibrium geometry from the OMol25 dataset. Energies are from wB97M-V/def2-TZVPD.

```
! RIJCOSX wB97M-V def2-TZVPD def2/J DEFGRID3
* xyz 0 1
Rb 3.51447 1.72125 0.85034
C -0.34336 2.98407 -1.46971
F -1.37297 2.70893 -2.23608
F 0.01279 4.24641 -1.66756
F -0.62347 2.81708 -0.19227
S 1.13899 1.83958 -1.90261
O 0.68726 1.19678 -3.09983
O 2.26766 2.76862 -2.03058
N 1.23381 0.79964 -0.52822
S 0.75398 -0.57099 -0.99405
O -0.69077 -0.56423 -1.14465
O 1.48447 -1.27969 -2.02325
C 1.09325 -1.56306 0.58831
F 0.63858 -2.80111 0.40906
F 2.41579 -1.57173 0.83085
F 0.48885 -1.03064 1.66572
C -5.88336 2.90569 -3.97986
O -5.30275 3.95865 -4.19930
N -5.28077 1.76223 -3.61517
C -6.01466 0.51282 -3.49175
C -3.91414 1.65520 -3.16267
H -6.93143 2.78329 -4.29714
H -5.57056 -0.26677 -4.11426
H -7.05681 0.63219 -3.78464
H -5.99896 0.15072 -2.46149
H -3.34925 2.56586 -3.33924
H -3.76365 1.46798 -2.09670
H -3.38568 0.85176 -3.67951
C -5.07937 2.92897 2.18857
O -5.26784 2.19826 3.14432
N -3.91791 3.01165 1.52732
C -3.94483 3.62690 0.20775
C -2.68588 2.31566 1.89151
H -5.87869 3.49935 1.70166
H -4.78261 4.31575 0.09407
H -3.97605 2.98226 -0.66879
H -3.06909 4.27045 0.08746
H -1.82176 2.91236 1.63280
H -2.78265 2.02939 2.93422
H -2.73565 1.47694 1.18598
C 5.87943 -1.35241 0.25663
O 5.15163 -0.41843 0.55865
N 7.17023 -1.24806 -0.08921
C 8.05917 -2.39721 -0.23737
C 7.67507 0.09620 -0.43278
H 5.52483 -2.39193 0.19122
H 7.81462 -3.07340 0.57990
H 9.06309 -2.01546 -0.06878
H 7.90477 -2.82561 -1.22795
H 8.40875 -0.09238 -1.21338
H 6.88701 0.77399 -0.74218
H 8.15071 0.53720 0.44548
C -2.10102 -4.74143 1.00235
C -2.05428 -5.02473 2.50148
C -0.60996 -4.92156 3.00321
C -0.19647 -5.61391 4.24457
N 0.16304 -6.17852 5.17439
H -3.06733 -5.07545 0.63541
H -1.31152 -5.33078 0.53292
H -1.94017 -3.69777 0.75628
H -2.38855 -6.02994 2.78247
H -2.80185 -4.45158 3.05720
H -0.23369 -3.90206 2.91692
H 0.01381 -5.43320 2.26067
C 2.35497 -2.47542 4.06605
C 1.44578 -2.27430 5.26134
C 1.92606 -2.96043 6.52726
C 2.86036 -2.10907 7.27809
N 3.57829 -1.38155 7.79717
H 2.23106 -3.45051 3.59079
H 3.36426 -2.62142 4.48222
H 2.48733 -1.65995 3.36336
H 0.43643 -2.58804 4.96945
H 1.20226 -1.22595 5.45824
H 2.47796 -3.87803 6.31440
H 1.16914 -3.19718 7.27820
Br 4.16614 -0.25554 -3.42581
C 3.32288 -1.31209 -4.89046
C 1.98381 -0.66964 -5.27999
Br 1.42138 -1.61577 -6.91715
H 3.14639 -2.33827 -4.59172
H 4.09616 -1.20312 -5.63979
H 2.02538 0.39060 -5.49590
H 1.28622 -0.85892 -4.47013
Br -6.12066 0.37594 0.35515
C -5.14541 -1.35004 0.51104
C -4.03830 -1.28259 -0.51703
Br -3.68132 -3.01632 -1.33350
H -5.86915 -2.10131 0.21892
H -4.81974 -1.38610 1.54329
H -3.06261 -0.92465 -0.18231
H -4.22856 -0.58339 -1.32459
Br 3.74398 7.28090 -2.76450
C 2.20507 6.44712 -1.82526
C 1.14703 7.46288 -1.37260
Br 1.91749 8.55806 0.08051
H 2.47639 5.92423 -0.91161
H 1.85102 5.77790 -2.60087
H 0.26967 6.95294 -0.98939
H 0.90653 8.10896 -2.21161
*
```

The total energy comes out at -508844.512 eV. The HOMO-LUMO gap comes out at 0.3035 hartree. Its HOMO energy is -9.17 eV. Its largest force on an atom is 4.97 eV/A.

Mulliken atomic charge list, values in e, 99 entries: number 1, Rb, carries 0.95; number 2, C, carries 0.43; number 3, F, carries -0.11; number 4, F, carries -0.23; number 5, F, carries -0.22; number 6, S, carries 1.12; number 7, O, carries -0.55; number 8, O, carries -0.69; number 9, N, carries -0.37; number 10, S, carries 1.10; number 11, O, carries -0.56; number 12, O, carries -0.54; number 13, C, carries 0.24; number 14, F, carries -0.18; number 15, F, carries -0.20; number 16, F, carries -0.24; number 17, C, carries 0.15; number 18, O, carries -0.58; number 19, N, carries 0.25; number 20, C, carries -0.71; number 21, C, carries -0.82; number 22, H, carries 0.28; number 23, H, carries 0.28; number 24, H, carries 0.33; number 25, H, carries 0.12; number 26, H, carries 0.55; number 27, H, carries -0.27; number 28, H, carries 0.39; number 29, C, carries 0.06; number 30, O, carries -0.61; number 31, N, carries 0.19; number 32, C, carries -0.85; number 33, C, carries -0.67; number 34, H, carries 0.38; number 35, H, carries 0.38; number 36, H, carries 0.29; number 37, H, carries 0.22; number 38, H, carries 0.23; number 39, H, carries 0.36; number 40, H, carries 0.11; number 41, C, carries -0.10; number 42, O, carries -0.49; number 43, N, carries 0.13; number 44, C, carries -1.05; number 45, C, carries -0.99; number 46, H, carries 0.38; number 47, H, carries 0.40; number 48, H, carries 0.42; number 49, H, carries 0.30; number 50, H, carries 0.43; number 51, H, carries 0.24; number 52, H, carries 0.32; number 53, C, carries -0.75; number 54, C, carries -0.55; number 55, C, carries 0.25; number 56, C, carries -0.01; number 57, N, carries -0.49; number 58, H, carries 0.39; number 59, H, carries 0.32; number 60, H, carries -0.03; number 61, H, carries 0.38; number 62, H, carries 0.35; number 63, H, carries -0.13; number 64, H, carries 0.26; number 65, C, carries -0.80; number 66, C, carries -0.36; number 67, C, carries -0.56; number 68, C, carries 0.09; number 69, N, carries -0.44; number 70, H, carries 0.27; number 71, H, carries 0.50; number 72, H, carries -0.06; number 73, H, carries 0.20; number 74, H, carries 0.47; number 75, H, carries 0.33; number 76, H, carries 0.36; number 77, Br, carries -0.18; number 78, C, carries -0.66; number 79, C, carries -0.39; number 80, Br, carries -0.18; number 81, H, carries 0.39; number 82, H, carries 0.47; number 83, H, carries 0.39; number 84, H, carries 0.17; number 85, Br, carries -0.19; number 86, C, carries -0.46; number 87, C, carries 0.37; number 88, Br, carries -0.20; number 89, H, carries 0.47; number 90, H, carries 0.36; number 91, H, carries -0.01; number 92, H, carries -0.36; number 93, Br, carries -0.14; number 94, C, carries -0.55; number 95, C, carries -0.46; number 96, Br, carries -0.16; number 97, H, carries 0.38; number 98, H, carries 0.22; number 99, H, carries 0.29